Molecular formula: C18H30N2O7Ru
Method: DFT, wB97M-V/def2-TZVPD

Geometry as XYZ:
```
58
C18H30N2O7Ru | OMol25 | wB97M-V/def2-TZVPD
Ru 0.251 -0.720 -0.209
C 0.419 -1.535 2.692
C 1.196 -2.677 2.077
O 1.428 -2.346 0.677
C 2.814 -2.211 0.279
C 3.200 -0.780 0.550
O 2.154 0.095 0.008
C 2.507 0.797 -1.221
C 2.366 -0.169 -2.369
O 1.139 -0.915 -2.107
C 0.296 -1.211 -3.262
C -0.749 -0.130 -3.356
O -1.325 0.057 -2.059
C -2.614 -0.510 -1.829
C -2.455 -1.974 -1.527
O -1.332 -2.138 -0.593
C -1.670 -2.869 0.617
C -1.799 -1.863 1.720
O -0.583 -1.067 1.757
H 1.059 -0.678 2.890
H -0.063 -1.821 3.626
H 0.679 -3.633 2.112
H 2.151 -2.790 2.590
H 2.858 -2.480 -0.774
H 3.436 -2.906 0.842
H 4.154 -0.507 0.102
H 3.246 -0.568 1.619
H 3.513 1.205 -1.133
H 1.795 1.618 -1.293
H 3.179 -0.891 -2.439
H 2.281 0.369 -3.313
H -0.113 -2.201 -3.075
H 0.923 -1.252 -4.152
H -1.511 -0.376 -4.098
H -0.298 0.824 -3.634
H -3.273 -0.342 -2.682
H -3.026 0.015 -0.965
H -2.218 -2.565 -2.411
H -3.358 -2.381 -1.076
H -0.864 -3.580 0.776
H -2.590 -3.432 0.471
H -1.957 -2.332 2.691
H -2.610 -1.159 1.535
N -1.813 5.993 1.724
C -1.032 5.064 2.301
O -0.506 5.166 3.383
C -0.800 3.761 1.538
C 0.184 2.929 2.060
C 0.437 1.717 1.470
N -0.242 1.271 0.389
C -1.194 2.074 -0.120
C -1.490 3.313 0.421
H -1.960 6.857 2.225
H -2.172 5.927 0.790
H 0.731 3.249 2.938
H 1.214 1.085 1.864
H -1.716 1.731 -0.994
H -2.278 3.888 -0.045
```

Output
Frontier orbital gap (spin up / spin down) = 0.242 / 0.237 Ha
HOMO level (spin up / spin down) = -17.4 / -17.4 eV
Charge = +3
Multiplicity = 2
Total energy = -1433.88050 a.u.

Results of the Mulliken charge analysis, in e, for atoms 1 through 5: atom 1 (Ru): 0.64, atom 2 (C): -0.47, atom 3 (C): -0.66, atom 4 (O): -0.27, atom 5 (C): -0.56

Molecular formula: C4H8
Method: DFT, wB97M-V/def2-TZVPD

Geometry as XYZ:
```
12
C4H8 | OMol25 | wB97M-V/def2-TZVPD
C 0.285 0.275 0.911
C -0.651 0.894 -0.134
C -0.414 -0.305 -0.958
C 0.726 -0.780 -0.029
H -0.203 -0.102 1.871
H 1.073 0.834 1.314
H -0.222 1.957 -0.231
H -1.720 0.883 0.280
H -0.095 -0.188 -2.029
H -1.280 -1.044 -0.952
H 0.753 -1.823 0.375
H 1.748 -0.601 -0.416
```

Output
Frontier orbital gap = 0.427 Ha
HOMO level = -10.3 eV
SMILES = C1CCC1
Charge = 0
Total energy = -157.14049 a.u.

Results of the Mulliken charge analysis, in e, for atoms 1 through 5: atom 1 (C): -0.45, atom 2 (C): -0.45, atom 3 (C): -0.42, atom 4 (C): -0.51, atom 5 (H): 0.20

Molecular formula: C12H17BN6O2Zn
Method: DFT, wB97M-V/def2-TZVPD

Geometry as XYZ:
```
39
C12H17BN6O2Zn | OMol25 | wB97M-V/def2-TZVPD
H -1.288 -0.902 -2.822
N 0.183 0.341 -1.958
B 1.720 2.149 -1.257
N 0.747 1.522 -2.326
C 0.344 1.847 -3.584
Zn 1.063 -0.394 1.156
H 0.719 2.721 -4.095
C -0.562 0.868 -4.010
H -1.091 0.786 -4.942
C -0.655 -0.034 -2.934
H 2.293 3.062 -1.785
C 1.492 -0.426 3.085
H 0.892 -1.302 3.396
H 1.173 0.446 3.693
H 2.561 -0.618 3.258
N 2.700 1.040 -0.783
N 0.956 2.616 0.017
N 2.402 -0.097 0.015
N 0.505 1.696 0.955
C 4.015 1.081 -1.023
C 0.749 3.865 0.480
H 4.430 1.914 -1.568
H 1.056 4.726 -0.101
C 4.616 -0.041 -0.473
C 0.138 3.776 1.728
C 3.583 -0.758 0.134
C 0.012 2.400 1.985
H 5.662 -0.293 -0.500
H -0.177 4.573 2.380
H 3.645 -1.697 0.662
H -0.377 1.895 2.861
H -0.320 -1.149 -0.895
C -2.458 0.302 1.045
O -1.728 0.067 -0.159
C -1.237 -1.192 -0.241
O -1.767 -2.142 0.315
H -3.424 -0.232 1.041
H -2.603 1.388 1.099
H -1.839 -0.070 1.883
```

Output
Frontier orbital gap = 0.327 Ha
HOMO level = -8.8 eV
Charge = 0
Total energy = -2750.66121 a.u.

Results of the Mulliken charge analysis, in e, for atoms 1 through 5: atom 1 (H): 0.39, atom 2 (N): -0.08, atom 3 (B): 0.25, atom 4 (N): -0.21, atom 5 (C): -0.20

Molecular formula: C28H31N5O5Re
Method: DFT, wB97M-V/def2-TZVPD

Geometry as XYZ:
```
70
C28H31N5O5Re | OMol25 | wB97M-V/def2-TZVPD
Re -0.444 -0.005 0.117
C -5.272 -0.897 -0.074
O -4.888 0.135 0.847
C -4.130 -0.197 1.929
C -4.602 0.048 3.187
C -3.923 -0.379 4.367
C -2.708 -0.959 4.227
C -2.080 -1.018 2.916
C -0.724 -1.425 2.792
N -0.074 -1.388 1.589
N 0.949 -2.234 1.355
C 1.095 -2.382 0.041
O 0.400 -1.684 -0.839
C 2.179 -3.295 -0.378
C 2.918 -3.985 0.578
C 3.878 -4.913 0.189
C 4.146 -5.145 -1.135
C 3.403 -4.478 -2.089
C 2.491 -3.509 -1.728
C -2.801 -0.701 1.723
O -2.367 -0.959 0.500
H -5.842 -0.384 -0.859
H -5.918 -1.643 0.438
H -4.378 -1.385 -0.489
H -5.551 0.544 3.269
H -4.381 -0.280 5.325
H -2.169 -1.335 5.077
H -0.169 -1.777 3.664
H 2.628 -3.769 1.601
H 4.451 -5.475 0.931
H 4.910 -5.862 -1.337
H 3.490 -4.770 -3.134
H 1.973 -2.887 -2.460
C -3.160 2.075 -2.595
C -2.327 1.574 -1.465
N -1.462 0.510 -1.563
O -1.579 -0.202 -2.761
C -2.215 2.205 -0.187
C -3.181 3.194 0.355
N -1.209 1.696 0.607
O -0.482 2.597 1.363
H -4.089 1.453 -2.684
H -2.652 2.009 -3.548
H -3.384 3.142 -2.384
H -1.247 -1.082 -2.562
H -4.050 3.186 -0.286
H -2.757 4.212 0.414
H -3.447 2.922 1.359
C 2.493 1.025 -3.589
N 2.898 1.542 -2.289
C 3.934 2.532 -2.363
C 2.835 0.506 -1.266
C 2.456 1.154 0.053
C 3.425 1.981 0.691
C 3.051 2.876 1.720
C 1.804 2.896 2.242
C 0.798 1.868 1.816
C 1.199 1.066 0.631
H 3.108 0.165 -3.946
H 2.559 1.823 -4.342
H 1.468 0.647 -3.544
H 3.647 3.364 -3.019
H 4.854 2.119 -2.816
H 4.158 2.987 -1.382
H 3.824 0.020 -1.159
H 2.123 -0.225 -1.582
H 4.481 1.973 0.357
H 3.797 3.609 1.969
H 1.444 3.665 2.929
H 0.395 1.304 2.685
```

Output
Frontier orbital gap (spin up / spin down) = 0.219 / 0.206 Ha
HOMO level (spin up / spin down) = -6.8 / -7.1 eV
Charge = 0
Multiplicity = 4
Total energy = -1813.56378 a.u.

Results of the Mulliken charge analysis, in e, for atoms 1 through 5: atom 1 (Re): 0.12, atom 2 (C): -0.63, atom 3 (O): -0.39, atom 4 (C): 0.01, atom 5 (C): -0.48

Question: Look up the total energy of the second one.
Answer: -157.14049 a.u.